Model w:
{"formula": "C22H29N3O3", "method": "the ωB97M-V functional and the def2-TZVPD basis", "species": ["C", "H", "O", "C", "C", "C", "C", "C", "C", "O", "C", "H", "H", "H", "O", "C", "H", "H", "H", "H", "C", "H", "C", "H", "H", "C", "N", "C", "N", "C", "H", "H", "C", "C", "C", "C", "C", "C", "C", "C", "H", "H", "H", "H", "H", "H", "H", "H", "N", "H", "H", "H", "H", "H", "H", "H", "H"], "coordinates": [[2.556, 4.651, 0.600], [3.380, 4.597, -0.119], [2.747, 3.773, 1.680], [2.808, 2.425, 1.434], [2.697, 1.885, 0.154], [2.720, 0.518, -0.059], [2.867, -0.335, 1.027], [3.003, 0.176, 2.307], [2.973, 1.568, 2.530], [3.076, 1.926, 3.843], [3.541, 3.208, 4.198], [4.449, 3.474, 3.652], [3.764, 3.145, 5.263], [2.783, 3.977, 4.030], [3.165, -0.577, 3.431], [3.196, -1.976, 3.300], [4.030, -2.306, 2.670], [2.257, -2.366, 2.893], [3.335, -2.361, 4.309], [2.892, -1.399, 0.856], [2.514, -0.056, -1.433], [2.647, 0.719, -2.189], [1.110, -0.662, -1.566], [1.037, -1.197, -2.514], [0.959, -1.389, -0.765], [0.004, 0.406, -1.467], [-1.165, -0.074, -0.788], [-1.491, 0.205, 0.522], [-2.697, -0.047, 0.861], [-3.397, -0.522, -0.314], [-3.791, -1.523, -0.119], [-4.247, 0.133, -0.525], [-2.361, -0.529, -1.468], [-2.164, -1.920, -2.098], [-3.414, -2.375, -2.789], [-4.242, -3.334, -2.221], [-5.412, -3.721, -2.850], [-5.771, -3.153, -4.060], [-4.951, -2.199, -4.639], [-3.782, -1.815, -4.007], [-3.143, -1.075, -4.467], [-5.222, -1.755, -5.585], [-6.685, -3.453, -4.552], [-6.046, -4.468, -2.395], [-3.967, -3.788, -1.279], [-1.883, -2.623, -1.311], [-1.344, -1.861, -2.818], [-2.641, 0.179, -2.262], [-0.561, 0.768, 1.355], [0.397, 0.478, 1.228], [-0.862, 0.781, 2.317], [0.386, 1.269, -0.912], [-0.282, 0.748, -2.467], [3.252, -0.840, -1.617], [2.587, 2.539, -0.696], [1.608, 4.459, 0.087], [2.530, 5.647, 1.039]], "smiles": "COc1cc(CCCN2C(N)=NC[C@@H]2Cc2ccccc2)cc(OC)c1OC", "multiplicity": 1, "gap_ev": 8.3, "e_homo_ev": -7.629}


Model x:
{"formula": "C22H29N3O3", "method": "the ωB97M-V functional and the def2-TZVPD basis", "species": ["C", "C", "H", "H", "O", "C", "C", "C", "C", "C", "C", "O", "C", "C", "H", "H", "H", "H", "H", "H", "C", "H", "H", "C", "N", "C", "O", "C", "C", "C", "C", "N", "C", "N", "C", "C", "H", "C", "H", "H", "C", "H", "H", "H", "H", "H", "H", "H", "H", "H", "H", "H", "H", "H", "H", "H", "H"], "coordinates": [[6.727, 0.886, -0.789], [6.812, -0.176, 0.302], [7.832, -0.566, 0.370], [6.529, 0.249, 1.269], [6.036, -1.324, 0.006], [4.685, -1.230, -0.176], [4.150, -2.168, -1.052], [2.795, -2.239, -1.307], [1.932, -1.347, -0.695], [2.453, -0.410, 0.188], [3.808, -0.338, 0.476], [4.347, 0.534, 1.387], [3.553, 1.561, 1.944], [3.282, 2.698, 0.963], [2.698, 3.472, 1.453], [2.734, 2.340, 0.095], [4.222, 3.128, 0.624], [2.616, 1.158, 2.344], [4.150, 1.931, 2.782], [1.761, 0.263, 0.669], [0.449, -1.404, -0.920], [0.040, -0.393, -0.992], [0.228, -1.935, -1.848], [-0.239, -2.118, 0.255], [-1.676, -2.122, 0.125], [-2.459, -1.204, 0.750], [-2.000, -0.360, 1.500], [-3.912, -1.382, 0.498], [-4.463, -2.639, 0.702], [-5.836, -2.826, 0.645], [-6.620, -1.709, 0.416], [-6.132, -0.509, 0.185], [-4.803, -0.320, 0.188], [-4.416, 0.924, -0.149], [-5.410, 1.946, -0.422], [-4.585, 3.212, -0.624], [-4.368, 3.676, 0.339], [-3.299, 2.670, -1.241], [-3.455, 2.457, -2.300], [-2.458, 3.354, -1.143], [-3.080, 1.371, -0.468], [-2.504, 1.546, 0.449], [-2.551, 0.617, -1.059], [-5.088, 3.938, -1.259], [-5.976, 1.686, -1.325], [-6.115, 2.011, 0.407], [-7.701, -1.772, 0.410], [-6.277, -3.796, 0.811], [-3.814, -3.468, 0.950], [-2.089, -2.739, -0.555], [-0.011, -1.591, 1.184], [0.124, -3.147, 0.329], [2.416, -2.982, -1.993], [4.839, -2.848, -1.528], [5.717, 1.281, -0.856], [6.996, 0.456, -1.752], [7.409, 1.700, -0.561]], "smiles": "CCOc1ccc(CCNC(=O)c2cccnc2N2CCCC2)cc1OCC", "multiplicity": 1, "gap_ev": 8.5, "e_homo_ev": -7.797}


Most stable pick: model x. Distance to second place: 1.111 eV.


Model w:
{"formula": "C5H9OP", "method": "the ωB97M-V functional and the def2-TZVPD basis", "species": ["C", "C", "C", "C", "C", "O", "P", "H", "H", "H", "H", "H", "H", "H", "H", "H"], "coordinates": [[-0.359, 1.681, 0.420], [-1.084, 0.265, 0.283], [1.072, 1.449, -0.202], [-0.110, -0.799, -0.055], [-0.511, -2.194, -0.305], [2.544, -0.907, -0.506], [1.454, -0.351, 0.280], [-0.876, 2.577, -0.071], [-0.095, 2.074, 1.447], [-1.577, 0.035, 1.204], [-1.873, 0.363, -0.449], [1.046, 1.553, -1.281], [1.872, 2.092, 0.023], [0.036, -2.690, -1.187], [-1.613, -2.557, -0.278], [0.073, -2.591, 0.677]], "multiplicity": 1, "gap_ev": [7.6, 7.6], "e_homo_ev": [-8.238, -8.238]}


Model x:
{"formula": "C5H9OP", "method": "the ωB97M-V functional and the def2-TZVPD basis", "species": ["C", "C", "C", "C", "C", "O", "P", "H", "H", "H", "H", "H", "H", "H", "H", "H"], "coordinates": [[-0.010, -1.628, 0.565], [0.813, -0.777, -0.318], [-1.045, -0.859, 1.421], [0.026, 0.543, -0.482], [0.591, 2.132, -1.178], [-1.349, 0.427, -0.773], [-1.178, 0.891, 0.805], [-0.558, -2.399, -0.108], [0.576, -2.163, 1.327], [1.808, -0.368, 0.231], [1.104, -1.231, -1.391], [-2.127, -1.402, 1.470], [-0.831, -0.661, 2.409], [0.589, 2.131, -2.254], [1.660, 2.427, -0.866], [-0.069, 2.938, -0.856]], "smiles": "C[C@@]12CCCP1O2", "multiplicity": 1, "gap_ev": 10.1, "e_homo_ev": -9.023}


Model y:
{"formula": "C5H9OP", "method": "the ωB97M-V functional and the def2-TZVPD basis", "species": ["C", "C", "C", "C", "C", "O", "P", "H", "H", "H", "H", "H", "H", "H", "H", "H"], "coordinates": [[0.047, 0.176, 2.154], [-1.086, -0.215, 1.540], [1.342, -0.807, -1.165], [0.062, -0.193, -0.715], [-1.032, -0.723, 0.177], [0.202, -0.590, -2.009], [0.249, 2.055, -0.730], [0.296, 0.604, 3.051], [1.053, -0.103, 1.772], [-2.098, -0.025, 1.889], [2.348, -0.363, -1.463], [1.640, -1.822, -0.838], [-0.884, -1.759, 0.038], [-1.940, -0.399, -0.360], [-0.941, 2.215, -1.418], [0.743, 1.947, -1.922]], "smiles": "C=CC[C@@]1(P)CO1", "multiplicity": 1, "gap_ev": 9.6, "e_homo_ev": -8.667}


Most stable pick: model w. Distance to second place: 0.216 eV.


Model w:
{"formula": "C5H9OP", "method": "the ωB97M-V functional and the def2-TZVPD basis", "species": ["C", "C", "C", "C", "C", "O", "P", "H", "H", "H", "H", "H", "H", "H", "H", "H"], "coordinates": [[1.179, -1.245, -0.806], [0.044, -0.689, -1.297], [1.500, -0.874, 0.610], [0.694, 0.277, 1.094], [-1.799, 1.625, -0.340], [-1.946, -1.110, 0.416], [-1.075, -0.036, -0.072], [1.981, -1.724, -1.375], [-0.297, -0.923, -2.407], [1.142, -1.689, 1.288], [2.623, -0.815, 0.781], [0.354, 0.417, 2.133], [1.201, 1.243, 0.869], [-2.781, 1.589, -0.818], [-1.798, 1.802, 0.734], [-1.023, 2.153, -0.808]], "smiles": "C[P@@]1(=O)C=CCC1", "multiplicity": 1, "gap_ev": 10.2, "e_homo_ev": -9.318}


Model x:
{"formula": "C5H9OP", "method": "the ωB97M-V functional and the def2-TZVPD basis", "species": ["C", "C", "C", "C", "C", "O", "P", "H", "H", "H", "H", "H", "H", "H", "H", "H"], "coordinates": [[0.137, -1.711, 0.634], [0.188, -1.527, -0.776], [0.142, -0.281, 0.135], [-0.881, 1.965, -0.277], [-0.939, 0.650, 0.530], [3.261, -0.277, -0.614], [2.514, 0.679, 0.195], [-0.793, -1.932, 1.224], [1.036, -2.238, 1.114], [1.271, -1.629, -1.156], [-0.664, -1.637, -1.454], [-0.692, 1.821, -1.392], [-0.015, 2.575, 0.111], [-1.810, 2.630, -0.179], [-1.876, 0.146, 0.290], [-0.876, 0.764, 1.616]], "multiplicity": 1, "gap_ev": 7.0, "e_homo_ev": -7.852}


Most stable pick: model w. Distance to second place: 2.423 eV.


Model w:
{"formula": "CH2INS", "method": "the ωB97M-V functional and the def2-TZVPD basis", "species": ["C", "N", "S", "I", "H", "H"], "coordinates": [[-0.465, -0.547, -0.727], [-1.366, -0.936, 0.038], [-2.661, -1.799, -0.220], [-2.933, -2.709, -2.853], [-0.426, -0.459, -1.748], [0.250, 0.057, -0.116]], "smiles": "C=NSI", "multiplicity": 1, "gap_ev": 7.3, "e_homo_ev": -9.175}


Model x:
{"formula": "CH2INS", "method": "the ωB97M-V functional and the def2-TZVPD basis", "species": ["C", "N", "S", "I", "H", "H"], "coordinates": [[0.386, 0.677, 0.189], [-0.340, -0.468, -0.089], [-0.530, 1.927, 0.677], [0.403, -2.399, -0.661], [1.385, 0.706, 0.248], [-1.304, -0.443, -0.363]], "smiles": "S=CNI", "multiplicity": 1, "gap_ev": 7.7, "e_homo_ev": -8.814}


Model y:
{"formula": "CH2INS", "method": "the ωB97M-V functional and the def2-TZVPD basis", "species": ["C", "N", "S", "I", "H", "H"], "coordinates": [[-1.102, 0.501, -0.389], [-0.842, -0.619, -0.169], [-0.235, -1.980, 0.234], [2.137, 1.037, 0.163], [1.615, -0.366, 0.688], [-1.573, 1.429, -0.527]], "smiles": "C#[N+][S-].I", "multiplicity": 1, "gap_ev": 9.4, "e_homo_ev": -8.927}


Most stable pick: model x. Distance to second place: 0.121 eV.